[1]
Entry from OMol25: a structure of composition C27H79BrCuN12O5P4 in a non-equilibrium geometry (ωB97M-V with the def2-TZVPD basis set).

Each line ends with the Löwdin charge.
Atoms and positions in Å:
N 6.78673 7.94123 -4.83640  -0.29
H 9.00283 6.15542 3.33331  0.07
H -0.74476 3.94605 -8.40180  0.08
P 2.13397 4.16194 -6.79056  0.70
H 4.99193 3.69480 -6.77595  0.06
P 5.50454 7.45123 -5.88826  0.64
H 6.64286 6.44175 -3.32735  0.06
H 11.07720 5.62745 0.08985  0.08
H 5.18328 3.03868 -8.46488  0.09
H 2.87768 -1.19114 -0.61309  0.07
H 8.13530 5.71855 -0.74023  0.08
H 0.16128 6.86916 -7.27236  0.08
H 3.44377 1.32409 -8.71234  0.08
H -0.08205 3.76518 -4.91973  0.07
H 6.54394 8.95974 0.92275  0.08
O 6.42703 3.77154 -4.05333  -0.27
C 7.44264 2.80664 -4.33313  -0.56
C 4.80890 -0.02601 -2.50670  -0.10
C 0.42357 1.61732 -2.63541  -0.11
C 3.49992 1.21813 0.86275  -0.10
H 3.55038 9.81936 -4.42783  0.08
H 6.89897 5.46750 -8.05484  0.07
Br 3.31786 6.14144 -2.27701  -0.06
H 10.75083 6.64021 3.52817  0.08
H 8.74486 1.54201 -3.06242  0.07
H 5.18807 10.84931 -5.66315  0.08
H 7.16992 8.12633 3.12386  0.06
H 7.76379 5.06988 0.98244  0.07
H 7.49805 10.03880 -4.75573  0.08
C 6.38271 7.92826 0.60947  -0.12
N 10.14454 6.68780 1.63294  -0.33
O 3.49365 2.73449 -2.94223  -0.32
H 4.55817 4.66391 -8.11607  0.05
H -0.23627 0.76078 -2.49737  0.08
C 0.81309 2.84461 -0.51252  -0.10
N 8.95116 8.96604 2.33477  -0.29
H 2.72815 -1.77327 -2.33116  0.08
H 7.84881 3.24559 -6.41955  0.05
O 9.64998 8.49872 -0.21265  -0.27
H 10.87807 9.24368 3.19431  0.07
H 4.17233 10.52390 -7.13911  0.08
C 7.72151 9.03386 -5.11389  -0.11
N 3.41266 0.24532 -2.12526  -0.29
H 10.22473 5.01314 2.92694  0.08
C 4.57286 3.62715 -7.77991  -0.10
C 8.18826 2.47874 -3.03360  -0.06
O 2.63849 4.38642 -5.37559  -0.33
H 10.57067 10.20211 1.76205  0.08
H 4.85281 8.47205 -8.81312  0.07
C 2.68195 -0.92261 -1.65120  -0.13
Cu 4.36916 4.56693 -4.04163  0.34
H 1.93831 1.43532 -7.71520  0.06
H -0.47390 2.15036 -5.63749  0.08
C 6.79623 7.51191 -3.46643  -0.13
N 4.51825 8.81325 -6.04443  -0.28
C 5.15272 2.52596 -0.46150  -0.12
H 4.18709 7.01691 -8.20291  0.05
H 2.03974 6.68874 -9.42027  0.07
H 11.84174 7.18901 0.54326  0.08
P 9.13560 7.88441 0.99343  0.55
H 8.80290 3.26097 -2.58813  0.07
H 5.57399 2.85201 0.48946  0.08
C 5.12838 7.45476 -8.53514  -0.12
N 3.79992 2.03901 -0.30038  -0.31
C 8.00999 8.72447 3.47688  -0.11
H 7.54492 9.61086 3.90830  0.08
H 1.36837 2.65186 0.40543  0.06
N 1.82025 5.66440 -7.64649  -0.30
H 5.58518 7.44825 1.17660  0.09
H 0.64364 5.69570 -9.43568  0.07
N 7.58363 7.15514 0.82231  -0.32
H 7.85108 8.97424 -6.19452  0.07
H 1.78840 7.70465 -7.22906  0.07
H 9.03899 2.14817 -5.75394  0.07
C 10.10549 9.79753 2.66095  -0.13
H 8.48247 8.14033 4.26657  0.06
H -0.23225 2.61280 -0.30843  0.09
H 8.66052 8.87950 -4.58236  0.08
H 5.40831 7.03260 -9.50029  0.09
H 5.82129 1.75589 -0.84632  0.05
H 9.75566 10.63051 3.27074  0.08
H 6.50452 5.58109 0.01839  0.07
H -1.22362 3.70154 -6.22285  0.08
C 7.56233 5.78476 0.18466  -0.07
H 11.99369 5.75333 1.52825  0.08
C 0.00514 3.17272 -8.23537  -0.15
H 7.40653 2.19502 -2.32897  0.04
H 5.36514 -0.26573 -1.60047  0.07
H 5.86164 7.91635 -3.07777  0.05
H 6.24244 7.93128 -0.47147  0.07
H 6.90607 1.90160 -4.61794  0.11
P 2.99973 1.89873 -1.80496  0.65
H 3.34397 8.05649 -4.49426  0.01
H 4.84892 -1.01647 -2.96000  0.08
N 1.33490 1.91358 -1.51604  -0.29
H -0.23437 2.43418 -2.93196  0.07
C 2.98809 1.71534 -7.80274  -0.10
H 3.50383 1.23120 -6.97345  0.08
N 6.05640 7.39043 -7.42911  -0.30
H 5.21204 0.84203 -3.02832  0.07
C 3.40615 8.96648 -5.09107  -0.11
H 1.19731 6.65401 -5.93043  0.08
H 1.00467 1.48521 -3.54809  0.07
C 8.40101 2.99844 -5.51286  -0.07
C 10.01833 6.08329 2.94389  -0.11
H 2.41617 1.15231 0.76661  0.06
H 5.08770 3.41891 -1.08320  0.06
C 7.16535 6.48169 -7.75724  -0.09
H 0.64865 3.23489 -9.11293  0.08
H 0.85655 3.88823 -0.82404  0.08
N 0.60855 3.43239 -6.96481  -0.33
H 3.85516 1.72177 1.76178  0.09
C 1.21716 6.80253 -7.01008  -0.13
N 3.16260 3.17874 -7.74022  -0.29
H 9.06111 3.84919 -5.34380  0.07
H 4.07027 0.29142 0.79935  0.08
H 7.61150 6.90896 -8.65528  0.08
O 4.78721 6.20535 -5.37606  -0.33
H 2.45784 9.05229 -5.62157  0.06
H -0.60143 2.27059 -8.15571  0.09
C -0.33269 3.21454 -5.82641  -0.08
H 1.62175 -0.67508 -1.59837  0.06
H 5.84429 10.21253 -7.12789  0.07
H 7.69299 7.79680 -2.91620  0.09
H 2.37959 4.98284 -9.59595  0.08
C 4.96640 10.16661 -6.48345  -0.11
H 7.83311 6.54801 -6.89829  0.08
C 11.29852 6.31611 0.90525  -0.14
C 1.69240 5.69468 -9.13865  -0.11

Its spin multiplicity is 2. The largest force on an atom comes out at 4.20 eV/A. Its HOMO-LUMO gap (spin up / spin down) is 0.3082 / 0.2350 hartree. The expectation value of S² is 0.757. As for the HOMO energy (spin up / spin down): -0.2877 / -0.2661 Eh.

---

[2]
Entry from OMol25: a structure of composition C27H79N7O11 in a non-equilibrium geometry (ωB97M-V with the def2-TZVPD basis set).

Each line ends with the Löwdin charge.
Atoms and positions in Å:
H -0.43465 0.44437 -0.76111  0.03
H -5.20365 3.65537 0.85089  0.04
H -0.34465 6.48137 -0.88611  0.06
H 0.92935 -2.97763 -7.24211  0.14
H 4.67235 6.20337 3.15389  0.09
H -2.25765 2.36437 1.89889  0.06
H 1.59635 -0.97663 -1.44311  0.08
H 3.63835 5.13737 0.87189  0.14
H 1.52435 3.23237 3.55989  0.09
H -4.19865 3.73837 2.33189  0.11
H -1.98965 -0.83163 0.13689  0.02
N 3.40135 -2.57563 1.82889  -0.13
H 1.11735 -2.91863 -2.96011  0.16
H -0.99365 -2.04163 0.44489  0.01
H -3.48665 1.53737 -4.59811  0.08
H 1.27035 -1.13563 1.05989  0.10
C -2.58565 0.93937 -4.33011  -0.21
H -5.64765 2.44837 -2.65211  0.10
C 4.09335 -1.48763 0.51789  -0.15
N -0.30665 -1.40463 -2.83911  0.05
H 2.84835 -3.39163 4.10289  0.04
H 2.07435 -0.11363 2.24989  0.16
H -1.18065 -1.20263 -3.06911  -0.03
C -0.96465 -3.68063 -2.89011  -0.06
H 2.28935 3.56237 -3.59511  0.12
C 0.05135 -2.76463 -3.42611  -0.42
C 2.15235 -2.37563 2.60289  -0.35
H -3.75265 2.74137 -1.21411  0.15
C -0.01665 -2.47663 -4.90011  -0.14
H -0.63565 5.70937 -2.42511  0.10
H 1.35535 -2.53263 0.96189  -0.01
C 1.24935 2.29337 -3.30511  -0.99
N -1.71565 -0.57463 2.80489  -0.05
H -2.42265 -0.28163 3.50189  0.11
C 3.21535 4.59637 1.73289  -0.22
H -0.78165 -3.67963 -7.28711  0.07
C -6.13365 1.70537 -1.97911  -0.08
H -1.95865 -5.36163 4.24789  0.09
C -4.29165 3.59237 1.24389  0.00
C -0.62065 5.50737 -1.28711  -0.16
H 0.51635 4.39437 -2.19011  0.00
C 1.84135 2.63137 2.73489  -0.04
H 1.28635 -5.15363 1.53789  0.07
H -2.94465 -0.14663 -4.15711  0.09
C -3.94165 2.10937 0.90189  -0.50
O -1.89765 1.23737 -3.23511  -0.15
H -1.08165 -5.46963 2.65489  0.08
H 2.61935 2.09837 3.11989  0.05
H 1.11735 1.87537 2.68189  0.00
H 0.96235 -1.88563 -5.08911  0.16
C -1.92765 -1.74063 0.67389  -0.01
C 2.10435 3.54937 1.46689  -0.32
C 0.19035 0.07137 3.79889  -0.12
O 0.21735 -3.83763 -5.48211  -0.24
H -7.08665 1.89537 -1.94811  0.03
H -0.69465 -3.72163 -1.75711  0.10
N 2.26435 -0.58863 -0.75811  0.13
C 2.88635 -1.82263 -0.36211  -0.33
H -3.41165 -1.52063 2.29089  0.11
C 0.19535 -3.89263 -6.87711  -0.13
H 3.39535 -2.34963 0.74889  -0.09
H 1.06935 -5.30663 0.08089  0.12
H -2.06365 -2.87063 3.87889  0.06
H -5.94765 0.82037 -2.40611  0.04
C -1.97665 -2.96363 2.92589  -0.15
O 2.69535 -3.91063 0.62389  -0.17
N -2.62865 1.89637 1.13789  0.06
C 1.54635 -1.13363 2.12289  -0.16
H -0.90465 0.34237 4.25789  0.16
H -2.90265 -6.11863 3.02989  0.10
H 1.25035 -3.01763 -0.66211  0.14
H 2.61735 -5.69463 0.68989  0.03
H -1.72765 5.25137 -0.93611  0.10
H -0.95065 -0.80063 3.36589  -0.08
C 1.94135 -5.04563 0.71989  -0.08
H 3.70235 -0.80763 1.32689  0.12
H 3.65435 -3.45763 1.84489  0.06
C 2.70935 -2.42063 3.98589  0.00
H -3.84165 0.92337 -0.93111  0.12
O -5.68865 1.90937 -0.62211  -0.19
H 0.06935 -0.56863 -3.32611  0.05
H -0.78265 -4.65763 -3.35811  0.09
H 3.96035 4.16137 2.34289  0.12
H -2.61165 0.91537 1.49489  0.07
O -2.74465 -4.12563 2.51889  -0.19
O 2.37935 2.68737 -3.27611  0.23
H 3.29135 2.10137 0.51289  0.02
O 2.83035 5.34337 2.80689  -0.17
H 4.93035 -0.76263 0.15389  0.12
H 4.53135 -2.33663 1.09789  0.12
H -1.09065 1.68037 -3.31511  -0.01
H -1.69265 0.86637 -5.05711  0.12
H -1.91165 -3.27863 -3.06111  0.06
O 0.29835 3.08537 -3.58111  -0.04
H -4.80765 1.54237 1.44189  0.18
C -2.41065 -1.64863 2.17289  -0.31
H 3.56335 -1.81463 4.11689  0.08
O 0.44735 4.55837 -1.25611  -0.16
H 0.65235 1.48337 -0.82611  0.02
H 3.59135 6.79037 3.98389  0.10
H -0.95165 -3.18463 2.56889  0.12
H -0.13165 1.33537 0.54789  0.17
H -0.90165 -2.08363 -5.31211  0.11
O 1.05435 1.11037 -3.17511  0.00
H 1.95935 -1.87563 4.63889  0.09
H 2.82935 0.02637 -1.06011  -0.01
C 3.65435 6.47437 2.94789  -0.09
C -2.10165 -5.30563 3.11889  -0.10
H 3.32335 -2.40063 -1.27111  0.19
O 0.30235 -0.96463 2.81389  -0.22
H 2.98735 3.24137 -0.40511  0.13
N -0.22665 1.32737 -0.53211  0.37
H 0.49835 -4.88463 -6.99211  0.06
H 1.00535 0.07037 4.74389  0.17
H 0.41635 0.97637 3.39389  -0.01
H 3.56635 7.24937 2.36889  0.04
H 1.36435 -3.10163 2.44789  0.13
C -4.18465 1.90937 -0.54811  -0.16
H -2.65965 -2.33163 0.02989  0.11
N 2.49635 2.61537 0.36889  0.05
C 1.87435 -2.81363 0.22589  -0.18
H -3.67165 4.16337 0.88389  -0.03
H 1.13835 3.99337 1.32489  0.12
H -0.85365 1.99837 -0.91811  0.11

The largest force on an atom comes out at 12.86 eV/A. Its HOMO-LUMO gap is 0.2614 hartree. As for the HOMO energy: -0.2457 Eh.